No. 1
{"formula": "C2H8N2S", "method": "ωB97M-V with the def2-TZVPD basis set", "symbols": ["H", "H", "H", "C", "H", "H", "N", "H", "S", "C", "H", "H", "N"], "xyz": [[-1.494, 1.673, -0.824], [1.664, -0.981, 2.578], [-3.415, 1.989, -1.218], [0.622, -0.969, 0.825], [1.022, 1.023, 0.264], [-0.148, -0.086, -1.887], [0.758, -0.138, -1.482], [0.104, -1.434, 2.715], [-2.451, 1.151, -1.620], [0.811, -0.001, -0.065], [1.330, 0.554, -1.953], [0.493, -1.969, 0.455], [0.704, -0.812, 2.212]], "multiplicity": 2, "e_above_lowest_kcal_mol": 44.8, "total_energy_ev": -16009.6748, "e_homo_ev": [-13.39, -13.37], "total_charge": 1}

***

No. 2
{"formula": "C30H43Cl5P2Y", "method": "ωB97M-V with the def2-TZVPD basis set", "symbols": ["H", "H", "Y", "H", "C", "C", "C", "Cl", "C", "H", "C", "C", "H", "Cl", "H", "C", "H", "H", "C", "C", "Cl", "C", "H", "H", "H", "C", "H", "C", "H", "H", "C", "H", "C", "C", "H", "H", "C", "H", "Cl", "C", "H", "H", "C", "H", "H", "H", "C", "C", "C", "C", "H", "C", "H", "H", "C", "P", "H", "H", "H", "Cl", "H", "H", "H", "C", "H", "C", "H", "H", "H", "H", "H", "H", "C", "C", "P", "H", "H", "C", "C", "H", "H"], "xyz": [[-4.025, 1.136, -4.727], [-0.860, 3.314, 2.179], [-3.496, -2.096, -2.168], [-2.958, -0.960, -4.865], [-4.648, 0.297, -4.373], [-0.327, -0.036, -3.408], [-5.153, 0.419, -1.856], [-2.310, -4.901, -2.497], [-5.798, -2.313, -3.270], [1.679, -1.109, -1.187], [-0.583, -6.661, -0.988], [-1.981, 2.122, -2.709], [-5.087, -0.687, -0.010], [2.046, -3.166, 0.125], [0.130, 4.507, -1.300], [2.364, -0.252, -1.108], [2.687, 0.034, -2.113], [-6.571, -1.586, -3.606], [-0.940, -5.324, -1.395], [-3.206, -1.111, 2.666], [2.381, -5.856, 1.652], [-3.820, -0.959, -4.167], [-2.718, 2.067, 0.687], [-3.007, 1.736, -2.758], [0.194, -0.416, 2.246], [0.645, 2.185, 1.166], [0.627, -0.530, -3.159], [1.907, 2.602, -2.330], [1.823, 0.065, 2.781], [2.843, 3.188, -2.265], [0.911, -4.437, -0.137], [-6.624, 0.708, -3.461], [1.527, 2.176, -0.961], [1.227, -0.213, 1.902], [1.138, 3.232, -2.813], [-1.165, -0.697, -3.644], [-3.195, 1.307, 1.346], [-6.767, -2.172, -1.298], [-1.342, -8.043, -1.606], [-0.042, 2.608, 2.418], [-3.481, 1.824, 2.281], [-5.482, 1.931, -3.262], [-0.217, -4.288, -0.901], [-2.748, 0.876, -0.574], [-1.314, -1.723, -0.202], [-5.256, -2.910, -1.106], [-5.561, 0.822, -3.223], [-5.166, -0.775, -1.137], [-5.738, -2.068, -1.684], [0.817, 2.969, -0.007], [-6.250, -3.329, -3.373], [0.221, 4.305, -0.228], [0.674, 3.122, 3.098], [0.847, 5.096, 0.210], [1.237, 0.902, 0.937], [-2.015, -0.117, 1.660], [-0.118, 0.567, -4.308], [-3.161, -0.059, -1.981], [-0.469, 1.734, 2.957], [0.760, -8.361, 0.720], [2.105, 1.730, -2.969], [-1.845, 2.986, -2.044], [-5.310, 0.041, -5.204], [1.196, -5.729, 0.421], [-1.593, 2.288, -3.723], [1.752, 0.883, -0.389], [-4.103, 0.869, 0.871], [1.624, -1.135, 1.462], [-2.957, -2.185, 2.540], [-4.147, -3.075, -4.670], [-0.782, 4.381, 0.226], [-4.825, 1.320, -1.270], [-2.161, -1.041, -0.050], [0.447, -6.847, -0.012], [-0.894, 0.888, -1.939], [3.250, -0.572, -0.548], [-3.101, -0.832, 3.741], [-4.514, -2.228, -4.073], [-2.331, 0.051, -1.173], [-4.248, -0.915, 2.328], [-3.107, -1.650, 0.078]], "total_energy_ev": -114024.5113, "e_homo_ev": [-9.05, -8.97], "total_charge": 1}

***

No. 3
{"formula": "C33H59N9O11", "method": "ωB97M-V with the def2-TZVPD basis set", "symbols": ["H", "C", "C", "H", "H", "H", "O", "C", "H", "O", "H", "O", "N", "H", "C", "H", "C", "H", "H", "C", "H", "C", "H", "N", "H", "H", "N", "H", "C", "H", "O", "H", "C", "C", "C", "N", "O", "H", "H", "H", "N", "C", "H", "O", "H", "C", "H", "H", "H", "C", "N", "H", "C", "H", "N", "H", "H", "O", "H", "N", "C", "H", "H", "C", "O", "C", "C", "C", "C", "H", "H", "H", "H", "C", "H", "C", "C", "H", "H", "C", "H", "O", "H", "C", "C", "H", "H", "O", "N", "C", "H", "C", "C", "C", "H", "H", "H", "C", "H", "H", "H", "H", "H", "H", "H", "H", "H", "H", "H", "H", "O", "C"], "xyz": [[15.018, 17.244, 14.934], [12.221, 7.076, 16.981], [10.212, 9.461, 20.089], [8.255, 7.722, 8.842], [7.206, 13.029, 20.453], [9.169, 13.793, 16.228], [9.559, 8.812, 19.314], [7.290, 10.264, 10.785], [16.076, 13.367, 21.454], [11.859, 13.776, 21.514], [6.606, 16.308, 19.229], [15.346, 17.640, 18.350], [15.423, 13.365, 19.471], [8.456, 11.363, 12.174], [10.935, 10.421, 22.290], [9.698, 14.593, 14.824], [12.372, 7.091, 14.556], [15.220, 14.848, 20.968], [13.288, 5.387, 13.723], [8.859, 9.168, 22.016], [5.383, 11.426, 15.623], [8.523, 10.641, 11.394], [10.563, 11.248, 22.831], [9.944, 9.775, 21.411], [11.408, 9.691, 22.938], [12.076, 19.024, 17.198], [10.915, 10.318, 11.753], [9.617, 15.261, 21.315], [14.353, 18.132, 17.865], [8.561, 10.004, 15.313], [11.898, 9.647, 11.644], [6.370, 8.986, 9.382], [7.197, 15.410, 18.906], [6.453, 10.610, 17.776], [14.441, 12.815, 18.690], [11.063, 13.241, 15.721], [11.564, 9.676, 16.833], [13.559, 16.047, 21.724], [6.439, 9.528, 18.034], [9.090, 8.703, 23.045], [13.771, 17.886, 16.683], [12.511, 16.365, 21.449], [13.221, 5.330, 17.873], [10.413, 12.947, 17.903], [8.542, 9.193, 16.720], [7.314, 9.311, 9.799], [8.548, 13.059, 19.234], [8.852, 13.278, 21.019], [11.560, 15.672, 18.321], [9.643, 8.878, 10.191], [11.597, 9.084, 15.760], [11.833, 17.823, 15.844], [9.737, 13.612, 15.308], [15.064, 16.289, 16.487], [12.008, 15.753, 20.341], [9.201, 12.879, 14.667], [6.588, 14.546, 18.622], [11.393, 9.570, 14.691], [12.681, 19.335, 15.591], [7.107, 10.724, 16.467], [12.058, 7.685, 15.768], [12.636, 17.419, 21.304], [8.025, 9.851, 22.185], [8.938, 15.801, 20.596], [10.807, 11.377, 12.340], [8.437, 8.570, 9.539], [14.385, 16.890, 15.819], [8.178, 13.491, 20.171], [11.707, 14.437, 20.520], [12.088, 12.316, 14.148], [12.337, 12.844, 17.245], [16.443, 13.665, 17.711], [11.256, 14.002, 19.604], [12.498, 18.526, 16.357], [7.037, 11.135, 18.542], [12.917, 5.834, 17.004], [16.562, 13.894, 18.754], [11.807, 16.280, 22.308], [6.390, 10.656, 11.155], [13.310, 5.254, 15.858], [8.544, 8.307, 21.396], [6.949, 11.743, 14.356], [10.603, 8.352, 10.011], [9.693, 9.868, 11.132], [15.247, 13.757, 20.878], [11.154, 10.002, 19.814], [11.745, 10.900, 21.700], [14.498, 12.655, 17.492], [8.128, 14.949, 19.967], [12.188, 13.230, 14.790], [12.872, 16.771, 18.789], [11.909, 16.368, 19.099], [13.048, 5.888, 14.633], [11.289, 12.996, 16.998], [16.652, 14.966, 18.931], [13.751, 18.887, 18.413], [7.768, 15.717, 17.979], [8.477, 10.195, 16.387], [17.541, 13.573, 19.120], [13.197, 13.198, 15.254], [11.265, 17.287, 19.186], [12.088, 7.613, 17.900], [12.135, 7.677, 13.637], [13.788, 4.308, 15.824], [13.577, 12.497, 19.324], [5.469, 11.041, 17.714], [9.224, 10.874, 16.742], [12.156, 14.025, 14.085], [14.225, 13.479, 21.253], [13.631, 16.204, 15.513], [9.060, 16.989, 20.387], [6.468, 11.347, 15.429]], "e_above_lowest_kcal_mol": 91.5, "total_energy_ev": -71104.4017, "smiles": "O=[N+]([O-])c1ccccc1.O=[N+]([O-])c1ccccc1.CN(C)C=O.CN(C)C=O.CN(C)C=O.CN(C)C=O.CN(C)C=O.CN(C)C=O.CN(C)C=O", "e_homo_ev": -8.91, "total_charge": 0}